Entry 1:
A structure of composition C33H28ClFGdN4O10 at a distorted geometry. Source: the Open Molecules 2025 dataset; level of theory: the ωB97M-V functional and the def2-TZVPD basis.

Properties
* net charge: -1
* gap between HOMO and LUMO (spin up / spin down): 6.371 / 4.847 eV
* ⟨S²⟩: 16.0036
* HOMO (spin up / spin down): -0.187 / -0.187 hartree
* 2S+1: 8
* LUMO level (spin up / spin down): 1.29 / -0.24 eV

Geometry as XYZ:
```
78
Properties=species:S:1:pos:R:3:forces:R:3
Gd -0.2099 0.0794 -0.2179 0.751 -0.613 -0.276
C -6.8156 2.6948 0.7417 0.160 0.019 0.179
C -5.8450 3.6830 1.3923 -0.795 0.151 -0.009
C -6.0826 5.0754 0.8100 0.188 0.021 0.345
C -5.1204 6.0704 1.4372 -0.083 -0.046 -0.079
C -3.7135 5.6049 1.2015 0.103 0.421 -0.029
C -2.6908 6.5261 1.0677 -0.229 -0.442 -0.020
C -1.3930 6.0911 0.8371 0.214 -0.383 0.002
F -0.4269 7.0239 0.6843 -0.084 -0.134 0.008
C -1.0840 4.7553 0.7824 -0.101 0.294 0.036
C -2.1033 3.8057 0.9474 -0.092 0.298 0.021
C -1.7345 2.3959 0.9976 -0.210 -0.102 0.235
O -0.5338 2.0276 0.9443 -0.877 0.989 0.577
C -2.8419 1.5007 1.1929 0.452 -0.332 0.005
C -4.1078 1.9739 1.2967 0.270 0.216 -0.014
N -4.4466 3.2884 1.2219 0.148 -0.483 -0.027
C -3.4423 4.2266 1.1129 0.730 0.117 -0.057
C -2.6071 -0.0146 1.3721 -1.086 0.415 0.932
O -2.9341 -0.4969 2.4507 -0.043 0.080 -0.027
O -2.1271 -0.6184 0.3710 -1.769 -0.967 0.295
H -7.8138 3.1301 0.7482 -0.014 0.014 0.016
H -6.8689 1.7512 1.2784 -0.044 -0.061 -0.033
H -6.5312 2.4975 -0.2899 0.035 -0.013 -0.084
H -6.0538 3.7148 2.4726 0.012 0.073 -0.125
H -7.1146 5.3675 1.0086 -0.003 -0.086 -0.046
H -5.9312 5.0519 -0.2700 -0.045 -0.060 -0.095
H -5.3164 6.1372 2.5132 -0.011 0.046 -0.037
H -5.2559 7.0668 1.0126 -0.002 -0.018 0.064
H -2.9009 7.5826 1.1369 0.000 0.109 -0.022
H -0.0787 4.3971 0.6210 0.105 0.044 0.023
H -4.9090 1.2746 1.4684 -0.073 0.011 0.030
O 4.4941 -5.3043 -1.6458 0.822 0.217 -0.132
C 3.3012 -5.5295 -1.4567 -0.535 0.969 0.238
O 2.6513 -6.5761 -1.4649 -0.457 -0.744 -0.018
C 2.4290 -4.2435 -1.1239 0.127 -0.490 -0.071
C 1.0704 -4.4027 -0.8745 0.042 0.265 0.037
C 0.3063 -3.2960 -0.5509 -0.279 -0.066 0.081
N 0.8145 -2.0620 -0.4657 0.811 -0.571 -0.285
C 2.1258 -1.8987 -0.7225 0.173 0.204 0.005
C 2.9594 -2.9628 -1.0506 -0.164 0.263 0.070
C 2.7024 -0.4601 -0.6416 1.027 -1.277 -0.260
O 3.9055 -0.3179 -0.7904 -0.354 0.109 0.052
O 1.8557 0.4710 -0.4170 1.399 0.953 0.052
H 0.6580 -5.4002 -0.9427 -0.058 0.027 0.032
H -0.7583 -3.3788 -0.3421 0.100 -0.001 -0.018
H 4.0054 -2.7762 -1.2466 0.004 -0.083 0.015
C 1.9933 -1.5252 4.8978 0.363 -0.157 0.072
N 0.8120 -0.7921 4.4962 0.082 -0.233 0.824
C 0.1382 -0.0043 5.5041 -0.162 0.280 0.185
C 0.5550 -0.6227 3.2362 -0.284 0.060 -1.239
N 0.3229 -0.5146 2.1098 0.236 -0.085 0.857
H 1.7537 -2.1196 5.7821 0.034 -0.009 -0.074
H 2.8185 -0.8477 5.1393 -0.028 -0.015 0.005
H 2.3130 -2.1881 4.0957 -0.054 0.024 0.037
H -0.0406 -0.6335 6.3787 -0.042 0.043 -0.057
H -0.8156 0.3559 5.1217 0.032 -0.073 -0.017
H 0.7456 0.8551 5.8090 -0.011 -0.039 -0.010
C -2.2865 2.5300 -7.3335 0.048 -0.028 0.096
C -1.7586 1.1677 -6.9982 0.056 0.108 0.170
C -1.8241 0.1462 -7.9305 0.036 -0.093 0.156
C -1.3170 -1.1091 -7.6354 0.081 0.127 0.181
Cl -1.4361 -2.3661 -8.8199 -0.013 -0.247 -0.223
C -0.7131 -1.3580 -6.4191 -0.092 0.051 -0.257
C -0.6329 -0.3404 -5.4840 0.030 0.232 0.213
C -1.1616 0.9166 -5.7499 0.009 -0.305 -0.422
O -1.1392 1.9608 -4.8671 -0.305 -0.134 -0.131
C -0.2040 1.9509 -3.8065 0.446 0.072 0.326
C -0.5523 1.0704 -2.5760 -0.485 0.650 -1.609
O -1.2109 1.5976 -1.6543 -0.381 0.864 -0.226
O -0.1438 -0.1104 -2.5202 0.235 -0.336 -0.485
H -2.7303 2.5332 -8.3270 -0.026 0.016 -0.023
H -1.4781 3.2603 -7.3092 -0.019 0.116 0.030
H -3.0360 2.8414 -6.6082 -0.042 0.102 0.034
H -2.2665 0.3287 -8.9000 -0.045 0.015 -0.023
H -0.3051 -2.3305 -6.1926 0.017 -0.087 -0.005
H -0.1719 -0.5445 -4.5319 0.050 -0.019 0.066
H -0.1774 2.9894 -3.4598 0.067 -0.265 -0.026
H 0.7856 1.6501 -4.1701 -0.096 0.014 -0.007
```
Positions in Å, forces in eV/Å.


Entry 2:
A structure of composition C70H59Cl2CuF6N12O26S2 at a distorted geometry. Source: the Open Molecules 2025 dataset; level of theory: the ωB97M-V functional and the def2-TZVPD basis.

Properties
* net charge: +1
* gap between HOMO and LUMO (spin up / spin down): 5.038 / 2.241 eV
* ⟨S²⟩: 0.7657
* HOMO (spin up / spin down): -0.407 / -0.407 hartree
* 2S+1: 2
* LUMO level (spin up / spin down): -6.05 / -8.85 eV

Geometry as XYZ:
```
178
Properties=species:S:1:pos:R:3:forces:R:3
Cu 1.9355 17.3705 -20.4991 -0.167 -0.456 0.039
C -2.9476 15.2845 -21.3435 -0.527 -0.421 -1.167
F -3.2168 16.5807 -21.1221 0.465 -1.503 0.387
F -3.9740 14.4813 -21.0476 0.650 0.948 0.350
F -2.7355 15.1445 -22.6725 0.347 0.307 1.139
S -1.4484 14.6055 -20.2391 -0.220 1.948 2.509
O -1.4182 15.4518 -19.0636 -0.048 -0.538 -1.577
O -1.6398 13.1917 -20.0062 0.169 0.699 -1.159
N -0.0303 14.9730 -21.1279 -1.977 -1.452 -0.782
S 0.0969 13.7711 -22.1511 2.500 0.655 0.281
O -1.1464 13.1138 -22.6166 0.745 0.194 -0.462
O 0.9751 14.2008 -23.2776 -1.513 -0.878 0.798
C 1.1258 12.4627 -21.1789 -0.135 -1.343 0.853
F 2.3694 12.4856 -21.6358 -0.747 -0.186 -0.223
F 1.1574 12.8800 -19.9093 -0.165 -0.405 -0.640
F 0.5957 11.1983 -21.2275 0.796 2.302 -0.271
Cl -3.3280 18.4459 -13.0384 -0.911 0.523 0.323
C -1.7025 18.0553 -13.4918 1.407 -1.194 -0.786
C -0.6872 19.0820 -12.9914 -0.958 0.462 -0.223
Cl 1.0118 18.6819 -13.2239 0.381 -0.771 0.073
H -1.7000 17.8645 -14.5650 0.192 0.524 -0.105
H -1.4837 17.0677 -13.0859 0.120 0.128 0.370
H -0.9299 19.2058 -11.9360 0.479 0.310 -0.017
H -0.7289 20.0241 -13.5380 -0.730 0.000 0.320
C -2.6515 8.4482 -22.2454 0.624 -0.337 0.289
C -2.9868 7.3255 -21.4628 -0.151 1.317 -0.733
C -2.6603 6.0746 -21.9128 1.851 -1.564 -0.305
C -1.8172 5.8928 -23.0483 -0.664 1.041 1.099
C -1.4682 7.0353 -23.7557 1.912 -0.506 -0.416
C -1.7786 8.3066 -23.3150 -1.968 -0.003 0.165
N -1.1445 4.5611 -23.2777 0.785 0.421 -3.793
O -0.5400 4.3861 -24.3767 -1.311 1.170 2.184
O -1.2122 3.7015 -22.4596 -0.466 -0.316 1.440
H -2.9986 9.4395 -21.9939 0.042 0.035 0.350
H -3.4268 7.5321 -20.4983 -0.473 -0.477 -0.062
H -2.8105 5.1847 -21.3196 -0.318 0.014 0.177
H -0.7444 7.0297 -24.5573 -0.078 -0.668 -0.257
H -1.5041 9.1865 -23.8779 0.238 -0.109 -0.128
C 1.3681 12.2964 -13.5166 0.344 0.104 -0.022
C 0.7092 13.3683 -14.1098 -0.292 -0.013 -1.162
C 1.3279 14.1544 -15.1086 0.595 -0.557 1.028
C 2.6841 13.8996 -15.3906 -0.916 0.121 -0.555
C 3.3666 12.8902 -14.7371 -0.010 0.350 -0.404
C 2.6957 12.1270 -13.7846 1.844 0.305 -0.460
N 3.3461 14.6400 -16.5289 0.917 -0.028 0.229
O 2.6285 15.2484 -17.3140 0.024 -0.219 0.347
O 4.5744 14.6086 -16.6239 -1.550 -0.191 0.307
H 0.9898 11.5086 -12.8821 -0.890 0.560 0.286
H -0.3460 13.5101 -13.9287 -0.050 0.155 0.097
H 0.7848 14.9491 -15.5983 0.051 -0.055 -0.071
H 4.3778 12.6717 -15.0472 0.138 0.056 0.273
H 3.3178 11.4392 -13.2311 -0.291 -0.474 -0.076
C 3.8946 6.6525 -20.1366 0.417 -0.295 0.928
C 4.8555 6.2331 -19.2394 -0.209 -0.948 2.246
C 4.4964 5.4680 -18.0555 -0.223 -0.579 -1.748
C 3.1956 4.9368 -17.9506 -0.043 1.214 -0.450
C 2.2429 5.3444 -18.8947 0.124 0.242 0.062
C 2.6019 6.2270 -19.9162 -0.641 -0.236 -0.223
N 2.7247 4.1173 -16.7623 -0.738 0.089 0.644
O 1.4983 3.9506 -16.6088 2.278 0.327 -0.667
O 3.5742 3.7216 -15.9725 -0.664 0.400 -1.014
H 4.1379 7.3340 -20.9383 0.002 -0.127 -0.147
H 5.8943 6.5026 -19.3605 0.054 0.093 0.070
H 5.2508 5.1346 -17.3583 0.072 0.206 0.085
H 1.2151 5.0244 -18.8078 0.019 -0.082 0.079
H 1.8752 6.6162 -20.6140 -0.463 -0.301 0.109
C 0.5258 13.8408 -29.3344 -0.005 -0.447 -0.085
C 1.4672 13.7104 -28.3274 -0.059 0.573 0.387
C 2.7291 14.3058 -28.4242 -0.708 -0.520 -0.471
C 3.0641 14.8515 -29.6542 -0.744 0.531 -0.275
C 2.1353 14.9110 -30.7509 0.514 0.221 1.648
C 0.8094 14.4949 -30.5170 1.781 -0.337 -0.614
N 4.3756 15.5578 -29.7545 1.870 0.349 -0.023
O 4.6473 16.1257 -30.7911 -0.895 -0.142 -0.568
O 5.1999 15.5738 -28.8297 -1.805 -0.782 -0.029
H -0.4209 13.3220 -29.3005 -0.196 0.148 0.495
H 1.1732 13.2465 -27.3974 0.099 -0.221 0.020
H 3.3879 14.2688 -27.5693 0.270 0.188 -0.232
H 2.5090 15.3090 -31.6828 -0.244 0.124 -0.043
H 0.0575 14.4893 -31.2922 0.135 0.268 -0.174
C -8.4225 18.6923 -16.2457 0.169 -2.120 -0.091
C -8.7313 18.3030 -14.9467 1.103 -0.812 0.628
C -8.1867 17.1149 -14.3847 -0.033 0.840 -0.221
C -7.3683 16.2627 -15.1309 -1.601 1.575 1.067
C -7.1167 16.6013 -16.4384 0.577 0.552 -0.993
C -7.5954 17.8100 -16.9918 -0.502 0.142 0.896
N -6.8326 15.0565 -14.4635 -0.174 0.836 -0.669
O -6.9170 14.9248 -13.2793 -0.568 0.540 1.516
O -6.3044 14.2598 -15.1724 0.974 -1.363 -1.693
H -8.9730 19.5018 -16.7019 0.480 0.339 -0.069
H -9.2670 18.9673 -14.2848 -0.357 -0.104 -0.070
H -8.3636 16.9004 -13.3411 -0.084 -0.110 0.005
H -6.4874 15.9427 -17.0186 -0.001 0.017 -0.179
H -7.3405 18.1001 -18.0005 0.054 -0.302 -0.138
C -5.2330 22.0296 -17.7162 -1.629 0.003 1.252
C -4.2222 21.2838 -17.1560 1.684 -1.016 -1.936
C -3.2599 20.7248 -18.0406 0.393 -0.135 -0.313
C -3.2978 20.9340 -19.4476 -1.089 0.778 2.032
C -4.3731 21.7126 -19.8712 -0.412 -0.079 -1.841
C -5.4149 22.1733 -19.0707 2.087 0.231 -0.153
N -2.2686 20.4641 -20.4170 -0.489 0.392 -1.503
O -1.3506 19.7521 -20.0698 0.055 -0.193 1.131
O -2.3966 20.7983 -21.5962 -0.390 0.059 1.235
H -5.9750 22.4395 -17.0470 -0.097 0.186 0.109
H -4.1144 21.0642 -16.1041 -0.176 0.250 0.031
H -2.4511 20.1435 -17.6229 0.081 -0.121 0.006
H -4.4771 21.9964 -20.9080 0.366 -0.284 -0.270
H -6.1379 22.8314 -19.5296 -0.288 -0.227 0.229
C 10.0077 17.4113 -22.1380 0.675 1.528 -0.439
C 9.6932 16.7290 -23.3100 -1.998 0.247 2.133
C 8.3818 16.2709 -23.3091 -0.592 -1.087 -1.927
C 7.4354 16.4042 -22.2905 2.110 0.676 0.237
C 7.8585 17.0698 -21.1315 -1.016 -0.050 0.023
C 9.1149 17.6355 -21.0612 0.393 -1.055 -1.108
N 6.1196 15.8240 -22.3779 -1.932 -2.267 -0.303
O 5.2355 16.1527 -21.5598 1.225 0.354 -0.770
O 5.9109 14.9087 -23.1978 0.753 1.928 1.059
H 10.9083 18.0001 -22.2314 0.476 -0.146 0.795
H 10.2898 16.6019 -24.2013 0.276 0.168 0.308
H 8.1413 15.8289 -24.2647 -0.804 -0.374 0.127
H 7.1569 17.1699 -20.3165 -0.001 0.039 0.101
H 9.3908 18.1782 -20.1692 0.214 0.088 -0.160
C 7.9888 10.8763 -20.8811 0.462 0.813 0.829
C 8.9152 11.9281 -20.5991 -0.439 -1.050 -0.512
C 10.0179 12.1493 -21.4280 -0.321 0.026 0.255
C 10.1554 11.3365 -22.5282 -0.017 -0.712 -1.129
C 9.2839 10.2630 -22.7509 0.888 -0.258 -0.170
C 8.2200 9.9817 -21.9010 1.112 0.771 -1.019
N 11.2431 11.6033 -23.5501 2.058 0.422 -1.623
O 11.0874 11.1832 -24.7181 -0.370 0.531 2.594
O 12.2853 12.2399 -23.2370 -2.874 -1.319 0.163
H 7.1052 10.7437 -20.2745 0.070 0.113 0.327
H 8.8046 12.5188 -19.7017 -0.200 0.126 -0.070
H 10.7543 12.9191 -21.2510 -0.059 0.097 0.126
H 9.4780 9.5317 -23.5215 0.189 0.351 -0.379
H 7.6778 9.0925 -22.1870 -0.549 0.142 0.576
C -6.7790 21.8230 -26.1167 0.118 0.002 -0.056
C -6.0200 21.0809 -25.2422 -2.085 -1.389 1.036
C -6.7472 20.1210 -24.4840 0.666 0.097 0.679
C -8.1155 19.9024 -24.5851 -0.425 1.002 -1.184
C -8.8658 20.6226 -25.5587 1.574 0.499 -0.317
C -8.1767 21.6350 -26.2424 0.970 -0.869 -0.380
N -8.8244 18.9330 -23.7282 -0.337 -1.827 0.882
O -8.1428 18.2594 -22.9030 -1.745 1.753 -1.940
O -10.0545 18.8108 -23.9090 2.667 0.246 0.578
H -6.2066 22.4649 -26.7700 -0.492 0.517 -0.168
H -4.9589 21.1751 -25.0644 -0.007 0.107 -0.293
H -6.1899 19.5458 -23.7594 -0.132 -0.170 0.144
H -9.8278 20.3558 -25.9708 -0.300 -0.051 0.841
H -8.6245 22.1530 -27.0776 -0.428 0.064 0.170
C 7.8460 11.0946 -28.2609 -1.001 0.887 1.118
C 7.2604 11.6272 -27.0829 2.848 0.608 -2.408
C 6.1166 11.1468 -26.6062 -2.557 -1.334 1.206
C 5.4967 10.0103 -27.1885 2.685 0.696 -1.446
C 6.1448 9.4256 -28.3218 -2.199 0.091 0.943
C 7.2199 10.0479 -28.9002 1.609 0.297 0.071
N 4.2281 9.5630 -26.6970 -1.725 0.079 1.103
O 3.7422 10.1289 -25.7179 0.825 0.343 -0.028
O 3.6078 8.6897 -27.2558 0.619 -0.621 -0.916
H 8.7084 11.6092 -28.6581 0.108 -0.245 -0.175
H 7.7620 12.5067 -26.7071 -0.251 0.005 0.531
H 5.6797 11.6428 -25.7522 -0.322 -0.196 0.028
H 5.7319 8.5541 -28.8080 -0.262 -0.040 0.146
H 7.7057 9.7232 -29.8085 -0.393 -0.517 -0.125
C -6.4282 17.0571 -28.1178 -0.397 -0.274 1.000
C -5.1142 16.8616 -27.7399 0.833 -0.171 0.617
C -4.7157 15.6790 -27.1105 -0.569 -1.945 -0.514
C -5.6552 14.6209 -26.8872 1.014 1.867 -0.578
C -6.9640 14.8824 -27.1553 -1.663 0.459 0.327
C -7.3461 16.1149 -27.7209 -0.085 -0.526 -0.239
N -5.2260 13.3015 -26.3846 -0.729 -2.296 1.888
O -5.9248 12.6651 -25.5709 -0.214 1.999 -1.085
O -4.1948 12.7922 -26.7593 0.820 1.203 -0.970
H -6.8276 17.9733 -28.5270 0.441 0.152 -0.194
H -4.4395 17.6990 -27.8398 0.420 -0.228 -0.195
H -3.7077 15.3500 -26.9056 0.386 0.768 0.067
H -7.7462 14.2143 -26.8264 0.053 -0.310 -0.169
H -8.3731 16.4100 -27.8779 -0.288 -0.651 0.091
```
Positions in Å, forces in eV/Å.


Entry 3:
A cluster of 3 separate species, C3H12O2S in total at a distorted geometry. Source: the Open Molecules 2025 dataset; level of theory: the ωB97M-V functional and the def2-TZVPD basis.

Properties
* gap between HOMO and LUMO: 9.595 eV
* HOMO: -0.330 hartree
* LUMO level: 0.61 eV

Geometry as XYZ:
```
18
Properties=species:S:1:pos:R:3:forces:R:3
C 0.0387 3.5309 -0.4264 1.410 -0.133 -2.036
C 0.5311 2.3670 -1.3787 1.160 2.697 0.975
C -0.0155 1.0926 -0.8667 -1.297 -1.987 -1.022
S 1.0713 -0.3533 -1.3151 -0.474 0.315 -0.701
H 0.4232 4.4351 -0.9100 -0.234 0.212 0.251
H 0.5311 3.4885 0.5457 -0.680 -0.233 0.164
H -1.0452 3.5702 -0.5007 -0.044 0.006 0.763
H 0.2892 2.7027 -2.3933 -0.834 -0.792 0.013
H 1.6276 2.3965 -1.4920 -0.165 -0.264 0.812
H -1.0048 0.9875 -1.4002 0.849 -0.500 0.750
H -0.2338 0.9843 0.2106 0.349 0.620 -0.508
H 1.3290 -0.8609 -0.1234 -0.058 0.036 0.556
O 0.4624 -5.9067 1.8752 0.192 -0.589 0.055
H 0.5450 -6.0857 2.8153 -0.109 0.354 0.290
H 0.7128 -6.7715 1.5224 -0.088 0.254 -0.350
O -2.1300 -1.7377 1.3617 0.306 0.150 0.130
H -1.8350 -2.3833 0.7173 -0.112 -0.221 -0.248
H -1.2971 -1.4562 1.7582 -0.171 0.074 0.108
```
Positions in Å, forces in eV/Å.


Results for ΔE to the lowest compared entry with this formula, charge and spin: 24.4 0.0 22.6 (in kcal per mole, following the order of the records).